# 1
Formula: C37H34GeO2PS2Ti
Source: OMol25
Level of theory: the ωB97M-V functional and the def2-TZVPD basis

XYZ file:
```
78
Properties=species:S:1:pos:R:3:forces:R:3:mulliken_charge:R:1
Ti -1.329251 0.842010 -0.101713 -0.618 0.988 1.846 -0.501
O -1.657259 3.831155 2.175562 0.641 -2.201 -0.668 -0.746
C -1.306689 2.936954 1.409960 0.270 0.895 -1.470 0.649
O -0.964864 1.631200 1.677714 -0.459 1.416 -0.285 0.068
C -1.208973 3.039846 -0.151438 -0.936 -0.737 1.015 -0.923
P -1.911072 0.822342 -2.656957 1.553 0.017 0.845 -0.506
C -2.838203 -0.723705 -2.900062 -0.127 -0.896 -0.956 0.644
C -2.376250 -2.067931 -2.787447 -0.759 0.482 0.110 -0.054
C -3.252055 -3.136018 -2.974558 0.045 0.300 -0.114 -0.567
C -4.586752 -2.920771 -3.359787 -0.101 0.019 -0.018 -0.473
C -5.024798 -1.618121 -3.581799 0.499 0.452 0.467 -0.517
C -4.160515 -0.533009 -3.307007 -0.424 -0.768 -0.187 -0.573
C -0.199395 0.345096 -2.927509 -1.346 0.781 -0.482 0.246
C 0.041746 -0.475925 -4.019296 1.398 -1.193 -0.593 -0.754
C 1.342956 -0.842920 -4.370788 -1.545 -0.283 -0.362 -0.826
C 2.466353 -0.252908 -3.751525 0.135 0.594 1.058 -0.431
C 2.284441 0.567852 -2.682997 0.149 0.277 -0.351 -1.126
C 0.945893 0.846321 -2.068946 -0.531 0.000 -0.399 1.442
H -0.232003 3.344659 -0.517203 0.292 0.017 0.244 0.374
H -1.999985 3.630054 -0.631699 0.271 -0.027 0.316 0.375
H -1.363722 -2.285786 -2.477475 0.045 0.149 0.013 0.350
H -2.868693 -4.145905 -2.823510 -0.206 0.215 0.002 0.369
H -5.299452 -3.758752 -3.451437 0.569 0.443 -0.089 0.325
H -6.034545 -1.400280 -3.931856 0.202 -0.177 0.192 0.381
H -4.543426 0.475624 -3.411392 0.020 0.033 -0.021 0.292
H -0.800443 -0.802622 -4.629649 0.267 -0.146 0.221 0.586
H 1.480362 -1.568530 -5.172360 0.029 0.324 -0.007 0.385
H 3.452262 -0.438035 -4.153614 0.104 0.000 0.052 0.417
H 3.119295 1.129087 -2.264615 -0.054 -0.271 -0.023 0.611
H 0.830424 1.943540 -1.938177 0.111 -0.343 0.001 0.211
C -4.493425 -2.662064 0.454522 -0.221 0.274 -0.143 -2.073
C -3.705215 -1.352648 0.344980 -2.442 1.257 -0.260 0.893
S -1.991697 -1.460244 0.514759 0.267 0.935 -0.319 -0.446
C -4.437628 -0.176745 0.134863 0.139 -2.289 0.389 0.832
C -5.966136 -0.238764 0.083625 0.328 -0.436 0.157 -1.602
S -3.764647 1.393484 -0.029841 0.799 -0.208 -0.259 -0.547
H -3.845989 -3.519904 0.606224 0.165 -0.026 -0.058 0.382
H -5.097568 -2.820559 -0.458074 0.341 -0.116 0.300 0.352
H -5.207014 -2.627106 1.291347 0.247 -0.077 -0.078 0.456
H -6.292666 -1.263127 0.241917 -0.171 0.077 0.053 0.389
H -6.389109 0.051808 -0.881769 0.211 0.298 -0.002 0.272
H -6.425081 0.364622 0.875952 0.157 0.116 -0.201 0.333
C 0.645890 0.181744 -0.701264 0.021 0.254 0.484 -1.318
Ge 1.765688 0.407038 0.890883 -0.183 -0.322 0.131 1.057
C 2.011434 2.244055 1.529204 0.113 0.433 0.236 0.470
C 2.631036 3.175285 0.677786 -0.499 0.506 0.987 -0.173
C 2.872445 4.490044 1.124911 0.064 -0.557 -0.030 -0.668
C 2.560725 4.863294 2.426897 -0.346 -0.375 0.073 -0.574
C 1.972574 3.917969 3.284584 0.067 0.191 -0.033 -0.542
C 1.700628 2.621492 2.855243 0.304 0.407 -1.143 0.235
C 3.659434 -0.049691 0.725909 -0.211 -0.510 -0.131 -0.238
C 4.299156 -0.578167 -0.400902 0.015 0.138 0.503 -0.277
C 5.683845 -0.733349 -0.379190 -0.027 0.004 0.297 -0.599
C 6.411417 -0.440164 0.775870 -0.318 0.317 -0.057 -0.540
C 5.750897 0.046369 1.912535 -0.127 -0.342 -0.025 -0.682
C 4.366410 0.197045 1.907178 0.724 0.296 -0.632 -0.226
C 1.227364 -0.878876 2.318840 -0.338 -0.099 0.462 0.020
C 0.152351 -0.683744 3.219751 0.541 -0.675 -0.242 0.360
C -0.173838 -1.666447 4.164101 0.358 0.332 -0.217 -0.896
C 0.610098 -2.812032 4.323046 -0.247 0.362 -0.212 -0.559
C 1.692848 -2.992215 3.470039 0.298 0.072 -0.262 -0.655
C 1.976690 -2.061742 2.456517 -0.465 0.003 0.173 -0.177
H 0.461393 -0.888493 -0.790512 0.275 -0.240 -0.281 0.785
H 2.883947 2.905104 -0.338131 0.101 -0.050 -0.120 0.252
H 3.325962 5.216160 0.461348 -0.024 -0.026 -0.086 0.403
H 2.722271 5.897015 2.756192 -0.026 -0.504 -0.073 0.322
H 1.693621 4.219224 4.290548 0.039 -0.059 -0.086 0.373
H 1.199959 1.897537 3.479757 -0.015 0.100 0.257 0.246
H 3.715279 -0.886211 -1.277615 0.334 0.295 0.395 0.368
H 6.186704 -1.054781 -1.278370 0.184 -0.228 -0.037 0.420
H 7.490145 -0.565168 0.775057 -0.098 0.062 0.040 0.355
H 6.294736 0.306886 2.814310 0.143 -0.133 -0.087 0.396
H 3.847138 0.579715 2.791597 0.213 -0.124 -0.294 0.348
H -0.444618 0.213000 3.138898 -0.111 -0.063 0.037 0.274
H -1.045410 -1.504557 4.783200 -0.024 -0.043 0.109 0.434
H 0.342134 -3.549441 5.085620 0.219 0.221 -0.273 0.342
H 2.352930 -3.853017 3.588815 -0.261 0.094 -0.102 0.353
H 2.767484 -2.284169 1.740398 0.000 0.093 0.303 0.346
```
Positions in Å, forces in eV/Å.

Values from the calculation:
ΔE to the lowest compared entry with this formula, charge and spin   1.553 eV
Energy   -153606.6109 eV
Charge   -1
Lowest unoccupied orbital energy (spin up / spin down)   0.60 / 1.19 eV
Spin multiplicity   1
Frontier orbital gap (spin up / spin down)   4.1 / 4.9 eV

***

# 2
Formula: C7H16Cl
Source: OMol25
Level of theory: the ωB97M-V functional and the def2-TZVPD basis

XYZ file:
```
24
Properties=species:S:1:pos:R:3:forces:R:3:mulliken_spin:R:1
Cl -0.009035 3.842770 -1.574398 -0.021 0.451 -0.016 0.000
H 0.047914 2.580390 -1.508364 0.015 -0.502 0.038 0.000
C -0.311172 -0.966205 -0.234780 -0.388 1.750 -0.163 0.733
C -1.762791 -0.514029 -0.069303 0.260 0.106 -0.254 -0.032
C 0.261750 -1.216340 -1.610089 -0.503 -0.141 -1.122 0.000
C -0.623206 -0.785849 -2.800813 -0.393 -0.327 -0.332 0.021
C 0.705722 -0.474916 0.758610 0.545 0.714 1.013 0.057
C 0.372244 0.620882 1.849047 -0.499 -0.567 -0.028 0.016
C 1.363028 0.566360 3.016968 0.696 0.292 -0.123 0.006
H -2.420999 -1.270333 0.358924 0.018 -0.228 0.047 0.055
H -1.901707 0.378894 0.551178 0.422 -0.219 0.181 0.016
H -2.216485 -0.207700 -1.012200 0.061 -0.307 -0.134 0.009
H 1.145635 -0.618211 -1.801119 0.548 0.204 0.608 0.014
H 0.642528 -2.243483 -1.772551 -0.457 0.134 0.247 0.050
H -0.245982 -1.112810 -3.773050 0.331 -0.149 0.209 0.000
H -1.649561 -1.145940 -2.775399 -0.043 -0.189 0.203 -0.003
H -0.693456 0.297728 -2.888807 0.024 0.163 0.246 -0.002
H 1.076438 -1.323978 1.342688 0.068 -0.189 0.036 0.059
H 1.601245 -0.102110 0.233247 -0.189 -0.221 -0.034 0.006
H 0.323528 1.649555 1.466788 0.081 -0.304 -0.303 -0.001
H -0.628602 0.423464 2.256835 0.175 -0.022 -0.053 -0.002
H 1.091968 1.206107 3.869557 -0.146 -0.109 -0.369 0.000
H 1.436621 -0.451854 3.386983 -0.012 -0.180 0.138 -0.003
H 2.394377 0.867606 2.730048 -0.594 -0.161 -0.035 0.000
```
Positions in Å, forces in eV/Å.

Values from the calculation:
ΔE to the lowest compared entry with this formula, charge and spin   0.705 eV
Energy   -20039.1057 eV
Lowest unoccupied orbital energy (spin up / spin down)   0.84 / 0.80 eV
Spin multiplicity   2
Frontier orbital gap (spin up / spin down)   8.3 / 11.8 eV

***

# 3
Formula: C23H54BN2O17P2S
Source: OMol25
Level of theory: the ωB97M-V functional and the def2-TZVPD basis

XYZ file:
```
100
Properties=species:S:1:pos:R:3:forces:R:3:mulliken_charge:R:1
C 5.828376 2.499990 -2.336180 -0.486 -0.597 0.178 -1.145
C 5.418188 1.029452 -2.190359 0.380 0.757 -0.020 -0.205
C 4.662782 0.650480 -3.440242 0.127 -0.198 -0.116 -0.712
N 4.026522 -0.646745 -3.402164 -0.259 -0.266 0.328 -0.420
B 2.875820 -0.755784 -2.402405 0.698 -0.216 -0.399 0.302
P 2.046138 -2.527577 -2.586563 -0.184 0.595 0.911 0.074
S 1.104421 -3.204119 -0.969996 0.002 -0.254 -0.050 -0.414
P 1.471245 0.570468 -2.726927 -0.125 -0.044 -0.365 0.986
N 1.526743 1.342223 -4.100468 -0.124 -0.070 0.135 -0.752
O 1.507275 1.590410 -1.437995 -0.562 -0.117 0.081 -0.601
O 0.002267 -0.170712 -2.596484 0.021 0.425 0.364 -0.476
H 4.927420 3.076568 -2.189117 -0.193 0.496 -0.014 0.205
H 6.174843 2.678382 -3.345918 0.383 0.252 -0.200 0.252
H 6.547871 2.811893 -1.593056 0.357 0.121 0.083 0.442
H 6.296292 0.411425 -2.049931 0.143 -0.376 0.044 0.262
H 4.800206 0.967098 -1.308521 -0.242 -0.342 0.306 0.248
H 5.388463 0.663067 -4.249969 0.169 0.024 -0.341 0.355
H 3.957285 1.457591 -3.651754 -0.235 0.130 -0.103 0.103
H 3.768313 -0.921293 -4.338919 -0.099 0.139 -0.128 0.236
H 3.295840 -0.694543 -1.276974 -0.337 -0.017 0.163 -0.183
H 1.175295 -2.513056 -3.695709 0.221 -0.229 -0.189 -0.002
H 3.087798 -3.396404 -2.963974 -0.107 -0.014 -0.308 0.031
H 0.647496 1.205075 -4.586701 -0.015 0.175 -0.163 0.194
H 0.700002 2.134577 -1.433494 0.377 0.082 -0.052 0.276
H -0.578760 0.298674 -1.978562 0.071 -0.316 -0.093 0.141
C -5.813498 -5.223459 -0.007463 0.181 -0.039 -0.033 -1.175
C -5.829434 -4.147023 1.056572 -0.292 -0.064 -0.134 -0.164
O -4.606900 -4.125227 1.804219 -0.011 0.072 0.059 -0.356
C -3.584519 -3.507021 1.198231 0.283 -0.176 0.057 0.599
O -3.613766 -2.967213 0.125249 -0.316 0.104 -0.074 -0.588
O -2.518872 -3.598429 1.984683 0.031 0.162 0.081 0.004
C -1.330505 -2.995986 1.420182 0.267 0.047 0.047 -0.983
H -5.580364 -6.191871 0.436369 -0.074 -0.012 0.031 0.299
H -6.785658 -5.285701 -0.496893 -0.025 0.009 0.017 0.383
H -5.059581 -5.011281 -0.763818 -0.016 0.062 -0.013 0.322
H -6.608928 -4.346722 1.790117 0.086 -0.012 0.102 0.324
H -6.016395 -3.163998 0.625474 0.107 0.022 -0.036 0.288
H -1.525485 -1.972369 1.111267 -0.056 -0.025 -0.100 0.317
H -0.963723 -3.571885 0.576048 -0.137 0.030 -0.078 0.293
H -0.574084 -2.992080 2.199503 -0.096 -0.101 0.115 0.332
C -2.749364 4.899923 -2.427823 -0.077 -0.062 0.203 -1.164
C -2.359146 3.558524 -3.010863 0.057 0.319 -0.317 -0.270
O -2.146676 2.578913 -1.985392 0.061 -0.024 0.117 -0.234
C -3.248658 2.020426 -1.481468 0.032 -0.233 -0.224 0.649
O -4.380079 2.240845 -1.828371 -0.035 0.101 0.097 -0.585
O -2.868191 1.138439 -0.562968 0.062 -0.009 0.105 -0.246
C -3.927285 0.412726 0.069392 -0.034 -0.129 0.157 -0.366
H -2.012759 5.221847 -1.691050 0.061 0.032 -0.063 0.294
H -2.808643 5.650540 -3.215931 0.029 -0.010 -0.026 0.386
H -3.717703 4.842903 -1.932264 -0.040 -0.020 -0.046 0.311
H -1.408117 3.632010 -3.534053 0.085 -0.120 0.081 0.352
H -3.104327 3.196612 -3.717553 -0.074 -0.067 0.090 0.323
H -4.571844 -0.059588 -0.666836 -0.009 0.056 -0.062 0.336
H -4.507216 1.068353 0.718125 -0.020 0.076 -0.091 0.338
H -3.448431 -0.358084 0.664073 0.082 0.010 -0.050 -0.151
C 3.217414 -7.520222 4.574878 -0.085 0.181 -0.014 -1.091
C 2.031676 -8.398285 4.913196 0.290 -0.170 -0.051 -0.179
O 0.924940 -7.628751 5.403777 -0.026 0.018 0.043 -0.393
C 0.202178 -7.018201 4.459405 -0.126 -0.103 0.081 0.728
O 0.376692 -7.102269 3.274124 0.048 0.025 -0.083 -0.548
O -0.763729 -6.325964 5.060681 -0.025 0.042 0.033 -0.369
C -1.585671 -5.563284 4.165292 -0.170 0.040 0.048 -0.443
H 3.488963 -6.902681 5.431782 0.040 -0.062 0.038 0.288
H 4.074949 -8.133300 4.297895 0.002 -0.030 0.009 0.348
H 2.986837 -6.857176 3.742623 -0.018 -0.047 -0.047 0.323
H 2.281784 -9.083319 5.721685 -0.094 0.056 0.087 0.286
H 1.717484 -8.990158 4.054573 -0.066 0.082 -0.053 0.309
H -1.975703 -6.184397 3.364201 0.090 -0.012 -0.069 0.326
H -1.021474 -4.734879 3.752165 0.084 -0.011 -0.104 0.125
H -2.411500 -5.176739 4.755071 0.054 -0.035 0.109 0.252
C 4.425183 9.244698 -5.598098 -0.149 -0.088 -0.014 -1.098
C 5.416506 8.441645 -4.782363 0.119 0.218 -0.108 -0.186
O 4.763430 7.464350 -3.967790 -0.001 0.060 0.029 -0.382
C 4.396728 6.343610 -4.607083 0.069 -0.198 0.182 0.732
O 4.605428 6.105562 -5.769111 -0.031 0.061 -0.115 -0.564
O 3.798113 5.550951 -3.733906 -0.002 0.067 -0.038 -0.332
C 3.316921 4.302635 -4.269006 -0.185 -0.231 0.051 -0.442
H 3.667560 9.684207 -4.948240 0.048 0.059 0.028 0.287
H 4.935537 10.045329 -6.134521 0.023 0.012 0.013 0.351
H 3.918097 8.611547 -6.324442 0.054 -0.031 -0.028 0.311
H 5.945049 9.088406 -4.083761 -0.045 -0.056 0.105 0.288
H 6.156300 7.958246 -5.419297 -0.062 -0.083 -0.037 0.318
H 4.105914 3.773242 -4.794107 0.032 0.054 -0.061 0.309
H 2.472285 4.477406 -4.931221 0.051 0.032 -0.084 0.437
H 2.981731 3.704437 -3.429639 -0.014 0.062 0.058 -0.057
C -4.264188 -1.311511 4.801457 -0.207 0.126 0.099 -1.047
C -2.896503 -0.688243 4.638239 -0.063 -0.417 -0.116 0.043
O -2.979144 0.746640 4.628394 0.038 0.037 -0.036 -0.302
C -3.092563 1.323550 5.819663 0.181 0.013 -0.099 0.726
O -3.096745 0.767983 6.887407 -0.078 -0.019 0.078 -0.565
O -3.174654 2.643344 5.632586 -0.040 0.032 0.002 -0.343
C -3.323210 3.400903 6.833372 -0.011 0.131 0.044 -0.654
H -4.946604 -0.926821 4.041757 0.047 -0.071 -0.088 0.270
H -4.205673 -2.395385 4.702564 0.043 -0.006 -0.048 0.269
H -4.692390 -1.073132 5.774635 0.079 -0.036 0.056 0.391
H -2.475465 -0.964785 3.673610 0.041 0.188 -0.052 0.077
H -2.205978 -1.021712 5.411008 -0.026 0.126 0.105 0.323
H -2.544244 3.152976 7.550220 -0.014 -0.076 0.024 0.302
H -4.302949 3.223256 7.274068 0.020 -0.061 0.057 0.288
H -3.237302 4.445026 6.547877 -0.002 -0.019 -0.102 0.222
```
Positions in Å, forces in eV/Å.

Values from the calculation:
ΔE to the lowest compared entry with this formula, charge and spin   0.351 eV
Energy   -92609.4567 eV
Charge   -1
Lowest unoccupied orbital energy   2.11 eV
Spin multiplicity   1
Frontier orbital gap   6.6 eV

***

# 4
Formula: C4H6O2
Source: OMol25
Level of theory: the ωB97M-V functional and the def2-TZVPD basis

XYZ file:
```
12
Properties=species:S:1:pos:R:3:forces:R:3:nbo_charge:R:1
C 0.999430 -0.124964 -1.214873 -0.135 0.058 -0.039 -0.643
C 0.684655 0.657751 0.033870 0.260 -0.346 0.126 0.090
O -0.395130 1.571505 0.044922 -0.225 -0.149 1.269 -0.456
C -0.478268 0.414739 0.916604 0.269 -1.055 -0.094 -0.106
C -1.500667 -0.623265 0.701621 -0.053 -0.749 0.263 0.388
O -1.554624 -1.356685 1.670799 -1.067 -0.868 -0.705 -0.524
H 1.584914 -1.018166 -0.962698 -0.137 0.188 0.001 0.226
H 0.082076 -0.438598 -1.719687 0.096 0.022 0.034 0.216
H 1.591922 0.475953 -1.913438 -0.118 -0.056 0.125 0.224
H 1.560310 1.055478 0.558636 -0.158 -0.153 -0.099 0.184
H -0.459415 0.035577 2.020751 1.214 3.050 -0.651 0.255
H -2.165762 -0.749953 -0.157354 0.054 0.059 -0.230 0.146
```
Positions in Å, forces in eV/Å.

Values from the calculation:
ΔE to the lowest compared entry with this formula, charge and spin   3.078 eV
Energy   -8337.3836 eV
Lowest unoccupied orbital energy   0.62 eV
Spin multiplicity   1
Frontier orbital gap   11.1 eV